No. 1
The following is a DFT calculation (the ωB97M-V functional and the def2-TZVPD basis) of 6 unconnected molecules or ions with the total composition C2H16O6 in a non-equilibrium geometry.

```
24
C2H16O6 the ωB97M-V functional and the def2-TZVPD basis
H -3.05 -0.05 0.82
H 3.12 3.64 -0.95
H 0.83 -0.99 -2.49
H -0.43 0.31 -0.43
C 3.48 1.79 -1.13
O -3.61 -0.74 -0.85
H 0.46 -1.99 1.30
H 0.22 -2.05 -1.40
C 0.11 -0.99 -1.66
H -0.88 -0.75 -2.07
H 4.11 1.08 -0.59
H 0.23 -0.11 2.74
O 0.36 -2.08 2.26
H -4.22 -1.24 -0.28
H -3.42 0.53 2.20
H 4.14 2.10 -1.95
O -0.21 0.75 2.67
H -3.47 -1.32 -1.61
O -2.67 0.31 1.64
O 2.94 2.88 -0.41
H -0.20 -2.86 2.37
O 0.45 0.02 -0.71
H 2.74 1.19 -1.67
H -1.04 0.55 2.19
```

HOMO-LUMO gap (eV): 9.61
Max |F| (Eh/bohr): 0.0358
Lowest unoccupied orbital energy (eV): -0.031
SMILES: CO.CO.O.O.O.O
HOMO energy (eV): -9.6
Energy above the lowest of the compared OMol25 structures with the same formula, charge and spin (kJ/mol): 200.19
Net charge: 0

No. 2
The following is a DFT calculation (the ωB97M-V functional and the def2-TZVPD basis) of 7 unconnected molecules or ions with the total composition C2H16O6 in a non-equilibrium geometry.

```
24
C2H16O6 the ωB97M-V functional and the def2-TZVPD basis
H -2.24 0.90 0.42
H 0.49 2.10 -0.55
H 0.09 -0.61 0.76
H -2.28 -0.79 1.63
C -3.19 -0.77 1.03
O 1.65 -2.22 -1.00
H 0.43 1.97 -2.09
O 3.01 -0.73 0.89
H 2.74 2.59 0.62
H 0.76 -1.93 -1.26
H -4.03 -1.13 1.61
H -0.48 0.23 -1.36
H 2.23 -0.62 1.45
H 2.73 -1.46 0.29
O 2.15 1.92 0.26
O 0.16 -0.12 1.59
C -3.15 0.32 0.22
H 0.42 0.76 1.32
O -0.11 1.89 -1.29
O -0.75 -0.72 -1.33
H 2.09 -2.55 -1.79
H -1.70 -0.67 -1.14
H -3.61 0.57 -0.72
H 2.59 1.06 0.42
```

HOMO-LUMO gap (eV): 10.19
Max |F| (Eh/bohr): 0.0559
Lowest unoccupied orbital energy (eV): 0.492
SMILES: C=C.O.O.O.O.O.O
HOMO energy (eV): -9.7
Energy above the lowest of the compared OMol25 structures with the same formula, charge and spin (kJ/mol): 136.95
Net charge: 0

No. 3
The following is a DFT calculation (the ωB97M-V functional and the def2-TZVPD basis) of 6 unconnected molecules or ions with the total composition C2H17NO5.

```
25
C2H17NO5 the ωB97M-V functional and the def2-TZVPD basis
C 0.84 1.52 0.64
H 0.23 2.20 -2.59
H -2.65 1.14 -1.40
O 0.10 -2.07 -0.83
H 1.93 1.47 0.70
H 0.42 3.29 -1.16
O -2.24 1.03 -0.53
H 0.51 2.53 0.87
N 0.41 1.24 -0.73
O 0.00 -0.93 2.52
O 2.61 -1.01 -0.34
O -2.17 -1.37 0.58
H -0.80 -1.93 -0.52
H 1.79 2.39 -1.86
C 0.73 2.35 -1.63
H -2.90 -1.53 1.18
H -1.24 0.95 -0.68
H -0.53 -1.35 3.21
H 0.14 -2.95 -1.22
H 1.73 -1.40 -0.27
H 0.37 0.83 1.34
H -2.20 -0.44 0.23
H -0.37 -1.30 1.70
H 0.94 0.44 -1.04
H 3.11 -1.36 0.40
```

HOMO-LUMO gap (eV): 9.83
Max |F| (Eh/bohr): 0.0140
Lowest unoccupied orbital energy (eV): 0.552
SMILES: CNC.O.O.O.O.O
HOMO energy (eV): -9.3
Energy above the lowest of the compared OMol25 structures with the same formula, charge and spin (kJ/mol): 78.48
Net charge: 0

No. 4
The following is a DFT calculation (the ωB97M-V functional and the def2-TZVPD basis) of 8 unconnected molecules or ions with the total composition C2H20O8 in a non-equilibrium geometry.

```
30
C2H20O8 the ωB97M-V functional and the def2-TZVPD basis
H -1.35 3.84 0.24
C -0.81 -2.11 -2.97
H 3.41 -0.78 0.78
H 2.07 0.24 3.49
O -1.32 0.82 1.01
H -0.89 2.42 0.55
H 4.84 -0.44 0.64
H -5.19 -1.84 3.13
H 0.96 -0.54 -0.82
C -1.18 -0.65 -3.24
H -2.14 0.33 1.05
H -0.61 -2.61 -3.90
O 2.00 2.48 0.45
H -1.95 -0.54 -4.02
H -0.68 0.20 0.57
H 1.13 2.94 0.31
O 2.74 0.66 2.88
O 0.28 -2.03 -2.09
H -1.66 -2.54 -2.49
H 3.29 -0.14 2.65
H 0.45 -2.87 -1.65
O -0.64 3.23 0.06
H 1.50 0.50 0.23
O -4.80 -0.99 2.98
H -5.30 -0.31 3.45
O 1.16 -0.39 0.09
O 4.26 -1.03 1.09
H 2.21 2.58 1.39
H -1.55 -0.22 -2.29
H -0.22 -0.21 -3.57
```

HOMO-LUMO gap (eV): 11.22
Max |F| (Eh/bohr): 0.0448
Lowest unoccupied orbital energy (eV): 0.523
SMILES: CCO.O.O.O.O.O.O.O
HOMO energy (eV): -10.7
Energy above the lowest of the compared OMol25 structures with the same formula, charge and spin (kJ/mol): 16.87
Net charge: 0

No. 5
The following is a DFT calculation (the ωB97M-V functional and the def2-TZVPD basis) of a molecular structure, C2H21HgO9 in a non-equilibrium geometry.

```
33
C2H21HgO9 the ωB97M-V functional and the def2-TZVPD basis
H 5.10 11.61 0.45
O 6.07 15.06 4.68
H 6.62 14.45 4.19
H 5.82 10.28 0.40
H 9.66 9.24 1.99
H 6.53 13.08 -2.86
O 7.16 11.52 3.78
O 6.93 12.69 6.48
H 9.78 7.90 2.69
O 11.05 10.04 0.91
O 9.98 11.93 -1.25
O 6.96 13.25 -2.02
H 8.94 11.73 1.24
H 8.30 13.27 3.64
H 5.42 12.46 3.17
Hg 7.12 9.26 3.72
O 5.60 11.04 -0.14
H 7.25 12.22 5.71
H 7.25 12.43 1.21
C 8.22 12.27 3.21
H 6.52 12.67 -1.40
H 11.80 10.51 1.29
H 4.04 11.97 2.78
H 8.82 13.31 1.38
H 10.05 12.80 -1.63
O 4.58 12.76 2.81
H 9.12 11.76 3.54
H 9.06 11.86 -0.99
H 5.49 15.44 4.02
H 10.67 10.66 0.29
C 8.24 12.43 1.67
O 9.22 8.67 2.62
H 6.35 13.37 6.12
```

HOMO-LUMO gap (alpha / beta) (eV): 5.15 / 1.93
Max |F| (Eh/bohr): 0.0458
Lowest unoccupied orbital energy (alpha / beta) (eV): -11.830 / -14.163
2S+1: 2
HOMO energy (alpha / beta) (eV): -17.0 / -16.1
Net charge: +2

No. 6
The following is a DFT calculation (the ωB97M-V functional and the def2-TZVPD basis) of 10 unconnected molecules or ions with the total composition C2H21O11 in a non-equilibrium geometry.

```
34
C2H21O11 the ωB97M-V functional and the def2-TZVPD basis
H -8.20 1.59 5.95
H -9.02 0.60 5.15
H -10.96 -1.71 5.14
H -8.02 -1.33 2.45
O -7.22 -4.55 3.39
O -13.08 -4.85 1.65
H -10.29 -5.50 3.26
H -10.33 0.23 3.59
O -9.79 -6.28 3.50
H -10.03 0.23 0.06
H -9.40 -2.25 5.01
C -10.41 -2.55 4.73
H -9.08 -4.58 0.17
H -12.54 -1.15 2.25
H -6.29 -4.45 3.17
H -9.32 -3.76 1.42
H -10.42 -1.04 0.79
O -10.73 -3.70 2.74
H -10.79 -3.45 5.23
C -10.61 -2.58 3.20
O -8.64 -3.99 0.78
O -7.39 -1.84 1.94
H -11.30 0.76 4.62
H -7.93 -2.40 1.38
O -10.51 -1.49 2.61
H -13.82 -0.71 2.93
O -10.42 0.90 4.26
O -13.43 -0.85 2.07
H -7.57 -3.67 3.33
H -12.47 -4.47 2.29
H -8.88 -5.99 3.50
O -8.21 0.68 5.65
O -10.36 -0.66 -0.09
H -12.52 -5.31 1.02
```

HOMO-LUMO gap (eV): 9.79
Max |F| (Eh/bohr): 0.0634
Lowest unoccupied orbital energy (eV): 2.790
HOMO energy (eV): -7.0
Energy above the lowest of the compared OMol25 structures with the same formula, charge and spin (kJ/mol): 146.91
Net charge: -1

No. 7
The following is a DFT calculation (the ωB97M-V functional and the def2-TZVPD basis) of 8 unconnected molecules or ions with the total composition C2H22N2O7 in a non-equilibrium geometry.

```
33
C2H22N2O7 the ωB97M-V functional and the def2-TZVPD basis
H -0.66 1.33 3.80
H -2.03 0.79 1.95
H -0.32 -1.39 0.07
H -2.59 0.97 -0.26
H 0.85 1.04 0.38
O -2.53 1.35 -1.19
H 2.38 -0.49 2.43
O 2.80 -3.02 -1.70
H -0.80 0.81 -3.74
H 1.94 -2.85 -1.30
N -0.06 -2.06 0.79
H -0.86 -2.60 1.08
C 0.48 -1.35 1.98
N 1.28 0.92 1.29
O -0.89 1.65 2.92
H -3.55 0.60 1.74
H -1.95 0.75 -1.71
H -1.32 2.59 -1.29
H 0.71 -0.73 -3.20
H 2.73 -2.53 -2.54
O 1.21 -1.56 -3.40
H 0.66 -2.18 -2.89
H 0.81 -2.10 2.68
H -0.16 1.50 -2.50
H 2.09 1.53 1.30
H -0.28 3.74 -0.93
H -0.07 1.49 2.40
O -0.45 3.00 -1.52
H -0.26 -0.70 2.44
H 2.25 -0.94 0.79
O -0.44 0.62 -2.86
C 1.68 -0.46 1.59
O -2.69 0.30 1.40
```

HOMO-LUMO gap (eV): 9.97
Max |F| (Eh/bohr): 0.0217
Lowest unoccupied orbital energy (eV): 0.337
SMILES: NCCN.O.O.O.O.O.O.O
HOMO energy (eV): -9.6
Energy above the lowest of the compared OMol25 structures with the same formula, charge and spin (kJ/mol): 82.85
Net charge: 0

No. 8
The following is a DFT calculation (the ωB97M-V functional and the def2-TZVPD basis) of 8 unconnected molecules or ions with the total composition C2H22N3O7 in a non-equilibrium geometry.

```
34
C2H22N3O7 the ωB97M-V functional and the def2-TZVPD basis
H -2.28 -3.93 -0.57
N -0.24 0.17 -1.31
C -1.22 -0.99 1.99
O -1.52 -3.34 -0.61
H -0.88 -0.19 2.64
N 0.32 1.02 0.73
H -1.94 3.27 0.77
H 0.25 0.96 -1.73
H -0.42 3.27 -2.36
H 2.93 -0.28 -0.23
C -0.45 0.24 -0.01
H 2.47 3.65 1.50
N -1.33 -0.57 0.59
O 1.20 -3.72 -0.01
H -1.47 4.45 1.50
O 0.12 3.13 -1.58
H -2.22 -1.25 2.32
H 0.69 3.89 -1.44
O 3.59 -0.95 -0.28
O -2.07 -1.44 -2.61
O -1.90 3.60 1.68
H 3.46 2.60 1.55
H 4.32 -0.50 -0.71
H 1.56 -4.54 0.33
H 1.02 1.65 0.38
H -1.66 -1.37 0.05
H 1.90 -3.06 0.01
H 0.15 1.24 1.69
H -2.86 -1.44 -3.15
H -0.78 -3.91 -0.33
H -0.58 -1.86 2.10
H -2.11 -2.17 -1.96
H -0.71 -0.47 -1.96
O 2.67 2.83 1.03
```

HOMO-LUMO gap (eV): 10.88
Max |F| (Eh/bohr): 0.0251
Lowest unoccupied orbital energy (eV): -2.565
HOMO energy (eV): -13.4
Net charge: +1